No. 1
9
Properties=species:S:1:pos:R:3:forces:R:3:lowdin_charge:R:1 method="wB97M-V/def2-TZVPD" spin_multiplicity=1 smiles="O=CO.C=O"
O -0.8173 -0.9502 0.4375 -2.54 0.14 -1.86 0.009
O 1.9203 0.6712 -0.0903 0.21 -0.73 1.11 -0.036
O -1.4174 0.5484 -1.0712 -1.35 0.57 -1.20 0.090
C 1.9968 0.1766 1.0168 -0.86 -0.20 -0.62 -0.143
C -1.6517 -0.5482 -0.3904 1.26 -0.74 3.19 -0.356
H -2.7359 -0.8871 -0.5019 1.55 -0.19 -0.21 0.159
H 1.7760 -0.9271 1.2380 0.42 1.18 -0.47 0.096
H 2.1726 0.8264 1.8973 0.19 -0.20 -0.05 0.078
H -0.7678 1.0620 -0.6002 1.11 0.16 0.10 0.102


No. 2
10
Properties=species:S:1:pos:R:3:forces:R:3:lowdin_charge:R:1 method="wB97M-V/def2-TZVPD" charge=-1 spin_multiplicity=1 smiles="C[P@@](=O)([O-])C=O"
P -0.6553 0.4850 0.9985 -0.59 -1.02 -2.13 0.257
O 0.5519 2.4412 -0.7230 0.82 -0.19 0.63 -0.056
O -0.4367 0.3251 2.4371 1.36 -0.06 1.75 -0.415
O -2.0789 0.6953 0.5857 0.41 0.53 -0.78 -0.424
C 0.5796 1.9349 0.3759 -2.45 -0.32 0.96 -0.305
C 0.0767 -0.9200 -0.0550 1.12 -0.35 1.80 -0.223
H -0.3528 -2.0028 0.1256 0.93 2.29 -0.24 0.059
H -0.0765 -0.5860 -1.0673 -0.08 -0.16 -0.54 -0.008
H 1.2241 -0.8199 0.1776 -1.97 -0.73 -0.48 0.046
H 0.9949 2.4185 1.3283 0.47 0.03 -0.98 0.068


No. 3
10
Properties=species:S:1:pos:R:3:forces:R:3:lowdin_charge:R:1 method="wB97M-V/def2-TZVPD" charge=-1 spin_multiplicity=1 smiles="O=[PH2]CC(=O)[O-]"
P 0.6767 -0.9766 0.5713 -0.90 3.45 -1.13 0.675
O -0.1518 -0.4061 -1.6135 -0.06 0.17 0.42 -0.200
O 1.1525 -0.9928 1.9653 0.52 -0.75 1.70 -0.561
O -1.3450 1.4833 -1.7711 -0.21 0.60 -0.01 -0.058
C -0.4401 0.7876 0.3873 1.39 -3.41 -1.43 -0.115
C -0.6768 0.6605 -1.1508 -0.05 -0.31 0.24 -0.794
H -1.2916 0.9215 1.0092 -1.23 -0.74 0.31 0.042
H 0.1640 1.5587 0.7837 1.38 0.89 -0.22 0.036
H 1.7761 -0.8492 -0.3150 -0.29 0.09 0.13 -0.006
H 0.1360 -2.1870 0.1337 -0.55 0.01 -0.02 -0.019


No. 4
10
Properties=species:S:1:pos:R:3:forces:R:3:lowdin_charge:R:1 method="wB97M-V/def2-TZVPD" spin_multiplicity=1
S 0.8961 -1.0890 0.1368 1.06 3.43 0.31 0.707
O 0.9936 -2.5032 0.0935 0.06 -1.02 0.03 -0.321
O 2.1000 -0.2209 0.1289 -2.15 -1.92 -0.03 -0.348
O -0.5720 0.7635 0.2653 -0.29 -0.98 -4.17 -0.181
C -0.4574 -0.1913 1.1961 -1.17 -2.81 -1.91 -0.332
C -0.2007 -0.4722 -1.2539 0.72 2.59 4.50 0.107
H -0.2212 0.2504 2.0969 1.06 0.47 2.23 0.076
H -1.3824 -0.8863 1.3061 1.51 0.68 -0.20 0.131
H 0.2726 0.1931 -1.9784 -0.43 -0.53 -0.14 0.090
H -1.0972 -1.0616 -1.3007 -0.38 0.10 -0.62 0.073


No. 5
10
Properties=species:S:1:pos:R:3:forces:R:3:lowdin_charge:R:1 method="wB97M-V/def2-TZVPD" spin_multiplicity=1
S -0.8357 1.2027 0.4771 -2.25 1.87 -1.22 0.723
O -2.0321 0.8919 1.2240 1.03 -0.53 0.23 -0.319
O -0.6878 2.5802 0.0898 0.80 0.00 0.40 -0.314
O 0.6898 -0.1119 -0.5115 3.62 -2.59 1.75 -0.161
C -0.5377 0.0901 -0.9548 -4.93 -1.11 2.55 -0.276
C 0.7151 0.2763 0.8646 -1.01 -0.15 0.44 -0.155
H -1.4131 -0.6843 -0.7738 2.03 0.67 -0.66 0.152
H 1.6300 0.8505 0.8973 0.08 0.12 1.14 0.113
H 0.3977 -0.4052 1.7672 1.11 0.60 -2.07 0.152
H -0.4913 0.4579 -1.9051 -0.49 1.12 -2.57 0.087


No. 6
12
Properties=species:S:1:pos:R:3:forces:R:3:lowdin_charge:R:1 method="wB97M-V/def2-TZVPD" spin_multiplicity=1 smiles="OC(=S)S.O=C=O.S"
S -2.4521 -1.7236 0.5992 -1.02 -0.11 -0.78 0.866
S 2.7569 -0.0534 0.3352 0.07 0.73 -1.30 0.502
S -1.9512 -0.3978 -2.0268 -1.18 -0.24 -1.19 0.693
O -2.7723 2.8334 -1.1024 -0.15 0.93 -1.64 0.217
O -0.5863 -0.0056 0.0200 2.42 1.48 0.01 -0.190
O -2.5565 1.4824 0.7345 -0.32 -0.32 0.84 0.168
C -1.6343 -0.6426 -0.4627 1.36 0.55 -1.32 -1.377
C -2.6641 2.1160 -0.2205 -0.11 0.15 1.05 -0.482
H -1.4580 -1.7902 1.4206 1.03 -0.02 1.17 -0.128
H 3.2510 -1.1892 0.7379 0.33 -0.94 0.42 -0.251
H 3.1969 -0.2955 -0.9480 -0.30 0.24 0.85 -0.179
H -0.0742 0.6158 -0.6869 -2.14 -2.46 1.91 0.161


No. 7
10
Properties=species:S:1:pos:R:3:forces:R:3:lowdin_charge:R:1 method="wB97M-V/def2-TZVPD" spin_multiplicity=1 smiles="O=CO.O=CO"
O 2.1844 -1.3278 1.9096 -0.78 0.41 -0.11 0.086
O 0.0172 -1.3396 2.4608 0.16 0.10 0.10 0.086
O -0.7047 0.6365 -0.9356 0.69 0.51 -0.70 0.036
O -1.9930 0.8399 -2.7817 0.90 -0.03 0.68 0.085
C 1.0870 -0.8604 1.7997 0.37 -0.40 -0.03 -0.386
C -0.9109 0.8842 -2.2700 -0.45 -0.09 -0.45 -0.369
H 0.0202 1.1071 -2.8557 -0.44 -0.09 0.54 0.147
H 0.2318 0.8608 -0.7476 -0.68 -0.26 -0.13 0.091
H 0.8191 -0.0225 1.1270 0.22 -0.06 0.19 0.115
H -0.7511 -0.7781 2.2936 0.00 -0.09 -0.09 0.109


No. 8
9
Properties=species:S:1:pos:R:3:forces:R:3:lowdin_charge:R:1 method="wB97M-V/def2-TZVPD" spin_multiplicity=1
P -1.0754 -1.4790 -0.0479 0.68 -0.44 -0.53 0.625
P 1.2339 0.0066 0.1322 1.23 -0.63 -1.16 0.736
O 2.7657 -0.1507 0.9731 -2.32 -1.00 0.16 -0.490
C -1.6471 0.0659 -0.5991 0.33 0.30 0.38 -0.677
C -1.7123 1.2575 -0.7803 0.29 -0.30 -0.29 0.002
H -1.1895 -2.0632 -1.4311 0.74 0.53 1.31 -0.094
H 0.4942 0.7368 1.0286 -0.49 0.20 1.07 -0.162
H -1.6321 2.2491 -1.1180 -0.30 0.65 -0.02 0.018
H 2.7626 -0.6231 1.8425 -0.16 0.69 -0.91 0.041


Values for maximum force, hartree/bohr, ordered as above
0.0682; 0.0515; 0.0768; 0.1020; 0.1101; 0.0735; 0.0220; 0.0492
Values for ΔE to the lowest compared entry with this formula, charge and spin, kJ/mol, ordered as above
138.5; 90.8; 177.3; 376.5; 235.7; 36.5; 87.7; 201.1